Entry 1:
The following is a DFT calculation (the ωB97M-V functional and the def2-TZVPD basis) of 2 unconnected molecules or ions with the total composition C11H15N at a distorted geometry.

Output
Highest occupied orbital energy (eV): -7.78
SMILES: Cc1c[nH]c2ccccc12.CC
ΔE to the lowest compared entry with this formula, charge and spin (kcal/mol): 19.1
Frontier orbital gap (eV): 8.68

Geometry (Å):
C 2.9166 0.0747 -1.2867
C 1.1839 1.0577 0.3337
C 1.6023 0.6200 -0.9679
C -0.1931 1.3592 0.2549
C 0.4789 0.6568 -1.7472
C 1.0893 1.8887 2.5951
C -0.3115 1.9908 2.4894
C 1.8364 1.3357 1.5401
C -0.9896 1.6951 1.3334
N -0.6006 1.1375 -1.0434
H 1.6598 2.2231 3.4477
H -0.8452 2.2989 3.3843
H 2.7623 0.9480 1.9437
H -2.0637 1.7563 1.2132
H 3.0486 -1.0024 -1.1701
H 3.7321 0.4589 -0.6573
H 0.3255 0.4641 -2.7998
H -1.5530 1.2255 -1.3057
H 3.2669 0.3978 -2.2759
C -2.0652 -1.8418 -0.6954
C -2.2653 -3.3645 -0.5872
H -2.5492 -1.3128 0.1366
H -1.0450 -1.4722 -0.6183
H -2.6040 -1.4435 -1.5591
H -1.5511 -3.8292 0.0828
H -1.9549 -3.7240 -1.5774
H -3.3111 -3.5982 -0.4636

Löwdin atomic charge list, values in e, 5 entries: C -0.065; C -0.136; C -0.242; C -0.229; C -0.063

=====

Entry 2:
The following is a DFT calculation (the ωB97M-V functional and the def2-TZVPD basis) of 2 unconnected molecules or ions with the total composition CH3F6N4 at a distorted geometry.

Output
Highest occupied orbital energy (eV): -16.12
Total charge: +1
ΔE to the lowest compared entry with this formula, charge and spin (kcal/mol): 19.8
Frontier orbital gap (eV): 9.74

Geometry (Å):
C 0.6229 0.0298 -0.0304
N 0.4690 -1.3677 0.0319
N 1.2410 0.5471 1.0647
N 0.8014 0.6889 -1.2258
N -1.6876 0.0034 0.1927
F 1.6236 -2.0489 0.2874
F -0.0369 -1.8984 -1.1047
F 1.1165 -0.1325 2.2069
F 1.1069 1.8547 1.3303
F 0.7516 2.0336 -1.1941
F 0.0689 0.2853 -2.2689
H -2.0200 0.9327 0.4463
H -2.1299 -0.2858 -0.6732
H -1.9275 -0.6421 0.9369

Löwdin atomic charge list, values in e, 5 entries: C -0.142; N -0.053; N -0.016; N -0.004; N 0.145

=====

Entry 3:
The following is a DFT calculation (the ωB97M-V functional and the def2-TZVPD basis) of a molecular structure, C12H34AlBBrN2O10S3 at a distorted geometry.

Output
Highest occupied orbital energy (eV): -4.00
Total charge: -1
ΔE to the lowest compared entry with this formula, charge and spin (kcal/mol): 25.7
Frontier orbital gap (eV): 5.88

Geometry (Å):
C 1.4260 -3.6121 -2.3473
N 2.0132 -2.2768 -2.5405
C 1.0585 -1.2132 -2.0759
Al 1.0962 0.3343 -3.4027
Br 0.2910 -0.4552 -5.5711
C 0.0447 1.9721 -2.7398
C -1.5058 1.7105 -2.6809
C -1.9581 1.1108 -1.3222
C -2.5623 -0.3162 -1.3867
S -3.7558 -0.5870 -2.7253
O -4.6408 -1.7345 -2.3980
O -4.4714 0.6503 -3.0804
O -2.8022 -1.0546 -3.9826
B 3.0853 0.9797 -3.6627
N 3.5431 1.7096 -4.9013
O 4.0113 0.7246 -2.6158
H 0.5186 -3.7751 -2.9545
H 1.2095 -3.6942 -1.2661
H 2.2083 -4.3523 -2.5880
H 2.0985 -2.1266 -3.5409
H 1.4185 -0.8258 -1.1022
H 0.0672 -1.7075 -1.9998
H 0.4385 2.3980 -1.8006
H 0.1791 2.7378 -3.5323
H -1.7603 1.1024 -3.5580
H -2.0100 2.6852 -2.8004
H -1.0513 1.0235 -0.7010
H -2.6449 1.7439 -0.7521
H -1.8154 -1.1197 -1.4073
H -3.1370 -0.4768 -0.4625
H -3.3391 -1.5788 -4.5829
H 2.9836 2.5549 -4.9505
H 3.2056 1.1339 -5.6681
H 3.5753 0.7663 -1.7771
O -1.3842 2.7689 1.5478
S -1.2604 4.0749 2.1298
O 0.0218 4.6940 2.3094
O -2.0463 4.0904 3.5355
C -1.7214 3.0790 4.4958
C -0.4241 3.3788 5.2242
C -2.3211 5.1944 1.2702
H -1.6889 2.0969 4.0182
H -2.5448 3.0627 5.2100
H 0.4304 3.3071 4.5509
H -0.2726 2.6713 6.0409
H -0.4350 4.3916 5.6283
H -3.3079 4.7466 1.1847
H -1.8928 5.3571 0.2832
H -2.3631 6.1307 1.8213
O -0.4603 -3.7374 3.1483
S 0.6352 -3.0468 2.5244
O 0.9803 -3.2792 1.1534
O 1.9506 -3.2465 3.4314
C 2.3285 -4.5837 3.7756
C 3.0182 -5.2947 2.6255
C 0.4531 -1.3084 2.7771
H 1.4600 -5.1473 4.1252
H 3.0172 -4.4979 4.6166
H 2.3246 -5.4797 1.8051
H 3.4177 -6.2552 2.9552
H 3.8327 -4.6871 2.2304
H 0.2485 -1.1265 3.8294
H -0.3820 -0.9741 2.1649
H 1.3683 -0.8114 2.4648

Löwdin atomic charge list, values in e, 5 entries: C -0.166; N -0.188; C -0.300; Al 0.049; Br 0.150

=====

Entry 4:
The following is a DFT calculation (the ωB97M-V functional and the def2-TZVPD basis) of a single C2H8F3N3OP2 molecule at a distorted geometry.

Output
Highest occupied orbital energy (eV): -9.78
ΔE to the lowest compared entry with this formula, charge and spin (kcal/mol): 21.7
Frontier orbital gap (eV): 10.23

Geometry (Å):
C 2.1697 -1.4016 -1.9799
C 1.6439 -1.4941 -0.5372
N -3.0633 1.8210 1.0413
N -1.0021 -0.4236 0.0695
N 0.0488 1.8505 0.8844
O 1.6328 -0.2182 0.1755
F -1.5741 0.3412 2.7056
F -3.1470 -0.9432 1.2583
F 0.2759 0.9728 -1.6291
P -2.0512 0.1463 1.0820
P 0.2723 0.6069 -0.0450
H 3.0957 -0.8673 -1.7794
H 2.2873 -2.3604 -2.3505
H 1.5950 -0.7362 -2.6444
H 2.3766 -1.9658 0.1201
H 0.6544 -1.8464 -0.4922
H -2.2191 2.2654 1.4862
H 0.6674 2.6478 0.7974
H -3.6629 1.6049 1.8372

Löwdin atomic charge list, values in e, 5 entries: C -0.056; C -0.256; N -0.049; N -0.232; N -0.179

=====

Entry 5:
The following is a DFT calculation (the ωB97M-V functional and the def2-TZVPD basis) of a molecular structure, C9H9NO2 at a distorted geometry.

Output
Highest occupied orbital energy (alpha / beta) (eV): -9.15 / -9.15
ΔE to the lowest compared entry with this formula, charge and spin (kcal/mol): 133.4
Frontier orbital gap (alpha / beta) (eV): 9.06 / 9.06

Geometry (Å):
C 2.2350 -1.7072 0.5604
C 2.9622 -0.5628 0.4215
C 0.8721 -1.7225 0.2486
C 2.3195 0.6109 -0.0100
C 0.3291 -0.5120 -0.0104
C 0.9759 0.5632 -0.3686
C -3.6893 0.2436 0.4487
C -1.5986 -0.4726 -0.4899
C 0.3658 1.8343 -0.9579
N -2.4856 -0.1525 0.7015
O -2.0555 -0.7002 -1.5505
O -1.9080 -0.0829 1.8151
H 2.5871 -2.5821 1.0301
H 3.9944 -0.6592 0.3450
H 0.1966 -2.6088 0.4359
H 2.9180 1.4957 -0.0861
H -4.3538 0.6141 1.2577
H -4.0883 0.1570 -0.5546
H 0.9840 2.2776 -1.8122
H -0.6081 1.4390 -1.2629
H 0.0476 2.5275 -0.1614

Löwdin atomic charge list, values in e, 5 entries: C -0.086; C -0.071; C -0.047; C -0.018; C -0.043

=====

Entry 6:
The following is a DFT calculation (the ωB97M-V functional and the def2-TZVPD basis) of a molecular structure, C46H64N8OPSiW.

Output
Highest occupied orbital energy (alpha / beta) (eV): -14.90 / -14.90
Total charge: +3
ΔE to the lowest compared entry with this formula, charge and spin (kcal/mol): 0.0
Frontier orbital gap (alpha / beta) (eV): 6.21 / 6.22

Geometry (Å):
W -0.0148 0.9107 0.0846
C -0.8346 -0.9660 -3.9187
C -0.9210 -0.3803 -2.5531
N -0.0303 0.4179 -2.0662
C 1.0804 0.8536 -2.9283
C 1.8287 1.9575 -2.2111
N 1.9393 1.5449 -0.8045
C 2.6926 2.4854 0.0412
C 2.7599 1.8872 1.4346
N 1.4892 1.1601 1.7472
C 0.9075 1.5329 3.0541
C -0.5569 1.1354 3.0666
N -1.0806 0.9488 1.6982
C -2.5557 0.6579 1.7241
C -3.0131 -0.1043 2.9693
C -2.8493 -0.1148 0.4658
C -4.0446 -0.7585 0.1883
C -4.2313 -1.3427 -1.0553
C -3.2176 -1.2688 -1.9956
C -2.0474 -0.6118 -1.6614
N -1.8761 -0.0426 -0.4469
H 0.1751 -1.3343 -4.1079
H -1.0546 -0.2070 -4.6759
H -1.5304 -1.7884 -4.0519
H 0.7016 1.2086 -3.8888
H 1.7475 0.0106 -3.1254
H 1.2840 2.9009 -2.2472
H 2.8128 2.1178 -2.6563
H 2.4344 0.6518 -0.7981
H 2.1628 3.4361 0.0419
H 3.6941 2.6572 -0.3609
H 2.9351 2.6643 2.1759
H 3.5922 1.1850 1.5078
H 1.7476 0.1764 1.7853
H 1.0367 2.5966 3.1985
H 1.4376 1.0275 3.8634
H -1.1478 1.8821 3.6008
H -0.6790 0.1883 3.5901
H -2.9289 0.5035 3.8679
H -2.4637 -1.0332 3.1023
H -4.0700 -0.3440 2.8645
H -4.8291 -0.7947 0.9305
H -5.1615 -1.8423 -1.2908
H -3.3446 -1.7008 -2.9774
N -2.7434 -4.8410 3.9897
C -1.7322 -3.9558 3.8502
C -1.4572 -3.3121 2.6201
N -0.4788 -2.4367 2.4937
C 0.2586 -2.1856 3.5818
C -0.0177 -2.7996 4.7909
N -1.0056 -3.6726 4.9305
H -3.2008 -5.2398 3.1903
H -2.8204 -5.3307 4.8664
H -2.0572 -3.5335 1.7428
H 1.1053 -1.5158 3.4767
H 0.5739 -2.5891 5.6751
O 1.3088 -0.9024 0.1240
P 1.9218 -2.2535 -0.3038
C 0.7233 -3.5192 -0.6926
C -0.6398 -3.2662 -0.6095
C -1.5470 -4.2581 -0.9567
C -1.0933 -5.5038 -1.3666
C 0.2716 -5.7689 -1.4207
C 1.1813 -4.7809 -1.0839
C 2.9945 -2.9467 0.9531
C 2.4337 -3.8305 1.8812
C 3.2222 -4.3883 2.8749
C 4.5706 -4.0705 2.9528
C 5.1393 -3.2043 2.0285
C 4.3599 -2.6476 1.0279
C 2.8708 -1.9381 -1.8141
C 3.8675 -0.9522 -1.8107
C 4.5455 -0.6269 -2.9749
C 4.2350 -1.2785 -4.1637
C 3.2544 -2.2591 -4.1782
C 2.5731 -2.5881 -3.0111
H -0.9706 -2.3142 -0.2183
H -2.6119 -4.0687 -0.8919
H -1.8011 -6.2773 -1.6338
H 0.6246 -6.7458 -1.7223
H 2.2438 -4.9944 -1.1181
H 1.3864 -4.0913 1.8184
H 2.7854 -5.0798 3.5832
H 5.1862 -4.5143 3.7241
H 6.1973 -2.9831 2.0713
H 4.8360 -2.0231 0.2877
H 4.1442 -0.4527 -0.8873
H 5.3328 0.1161 -2.9543
H 4.7690 -1.0315 -5.0718
H 3.0248 -2.7816 -5.0977
H 1.8121 -3.3561 -3.0407
C -3.3302 1.9802 1.6414
Si -0.9737 3.1814 -0.5622
C -0.8600 4.7615 0.5228
C 0.0226 5.6676 -0.3718
C -0.0830 4.4714 1.8017
C -2.1240 5.5319 0.9374
C -1.9051 3.5724 -2.2071
C -2.9317 4.6904 -1.9268
C -2.7116 2.3507 -2.6700
C -1.0171 4.0275 -3.3784
H -4.4003 1.7991 1.7454
H -3.0216 2.6582 2.4363
H -3.1744 2.4740 0.6729
H 0.8858 5.1483 -0.8130
H 0.4314 6.4763 0.2399
H -0.5455 6.1222 -1.1803
H 0.8674 3.9806 1.6046
H -0.6687 3.8577 2.4826
H 0.1343 5.4134 2.3119
H -2.6126 6.0355 0.1112
H -1.8336 6.3060 1.6524
H -2.8609 4.9014 1.4331
H -3.5349 4.5128 -1.0335
H -3.6227 4.7507 -2.7713
H -2.4564 5.6640 -1.8375
H -3.3238 1.9149 -1.8736
H -2.0722 1.5820 -3.0959
H -3.3948 2.6667 -3.4618
H -0.4381 4.9234 -3.1597
H -1.6654 4.2605 -4.2279
H -0.3328 3.2473 -3.7166

Löwdin atomic charge list, values in e, 5 entries: W 1.480; C 0.040; C -0.274; N -0.040; C -0.143

=====

Entry 7:
The following is a DFT calculation (the ωB97M-V functional and the def2-TZVPD basis) of 2 unconnected molecules or ions with the total composition H4OS2 at a distorted geometry.

Output
Highest occupied orbital energy (eV): -9.50
SMILES: SS.O
ΔE to the lowest compared entry with this formula, charge and spin (kcal/mol): 5.1
Frontier orbital gap (eV): 9.70

Geometry (Å):
O 3.2068 2.9201 -0.8115
H 3.7555 2.8151 -0.0015
H 2.6621 2.1015 -0.8499
S -2.3503 -2.0258 1.4965
S -1.9532 -1.3769 -0.4373
H -2.1121 -3.3533 1.4386
H -3.2088 -1.0806 -0.8349

Löwdin atomic charge list, values in e, 5 entries: O -0.091; H 0.046; H 0.045; S 0.205; S 0.208

=====

Entry 8:
The following is a DFT calculation (the ωB97M-V functional and the def2-TZVPD basis) of a single C21H30N2O6S molecule at a distorted geometry.

Output
Highest occupied orbital energy (eV): -9.33
SMILES: O=C(COC(=O)c1ccc(S(=O)(=O)N2CCOCC2)cc1)NC1CCCCCCC1
ΔE to the lowest compared entry with this formula, charge and spin (kcal/mol): 12.9
Frontier orbital gap (eV): 8.89

Geometry (Å):
O 5.8754 -0.2184 -1.0814
C 4.7425 0.1736 -0.9102
N 4.0167 -0.0215 0.1980
H 3.1071 0.4021 0.2687
C 4.4745 -0.8227 1.3174
C 3.6996 -0.4841 2.6015
H 4.1968 0.3624 3.0833
H 3.8022 -1.3302 3.2784
C 2.2188 -0.0946 2.4825
H 1.8112 -0.0848 3.4966
C 1.3037 -0.9535 1.6086
C 1.1235 -2.4061 2.0398
H 0.7570 -2.4349 3.0684
H 0.3392 -2.8267 1.4048
C 2.3638 -3.3009 1.9326
H 2.0100 -4.3344 1.9361
H 2.9831 -3.1881 2.8222
C 3.2316 -3.0743 0.6862
C 4.5336 -2.3190 0.9556
H 5.0695 -2.8251 1.7621
H 5.1568 -2.3867 0.0613
H 2.6625 -2.5805 -0.1013
H 3.5239 -4.0482 0.2872
H 1.6377 -0.9406 0.5718
H 0.3149 -0.4826 1.6203
H 2.1534 0.9353 2.1154
H 5.5251 -0.5401 1.4794
C 4.0123 0.9770 -2.0033
H 4.1227 0.4310 -2.9455
H 4.4723 1.9625 -2.0950
O 2.6391 1.1948 -1.7117
C 1.7970 0.1846 -1.9903
O 2.1301 -0.8321 -2.5426
C 0.4195 0.4510 -1.4932
C -0.5345 -0.5546 -1.6494
C -1.8082 -0.3803 -1.1433
C -2.1161 0.7958 -0.4849
C -1.1840 1.8041 -0.3293
C 0.0927 1.6346 -0.8355
H 0.8359 2.4080 -0.7213
H -1.4702 2.6986 0.2019
S -3.7727 0.9950 0.1706
O -3.8111 2.2136 0.9309
O -4.1676 -0.2242 0.8092
N -4.6175 1.1159 -1.2736
C -4.6326 2.4497 -1.8430
H -3.6615 2.9067 -1.6526
C -5.7524 3.2965 -1.2283
O -6.9996 2.6471 -1.3453
C -6.9837 1.3927 -0.6998
C -5.9206 0.4777 -1.3111
H -5.8430 -0.4513 -0.7481
H -6.1592 0.2645 -2.3578
H -7.9827 0.9727 -0.8261
H -6.7675 1.5217 0.3718
H -5.8540 4.2468 -1.7550
H -5.5175 3.4793 -0.1706
H -4.7844 2.3498 -2.9226
H -2.5657 -1.1418 -1.2321
H -0.2494 -1.4627 -2.1587

Löwdin atomic charge list, values in e, 5 entries: O 0.080; C -0.465; N 0.127; H 0.111; C -0.283